Arrangement P

Formula: C33H88O33S11
Source: the Open Molecules 2025 dataset
Level of theory: the ωB97M-V functional and the def2-TZVPD basis

Geometry as ORCA input:
```
! wB97M-V def2-TZVPD RIJCOSX def2/J DEFGRID3
* xyz 0 1
O 1.907 4.315 5.085
S 0.611 3.831 5.491
O -0.229 4.670 6.302
O -0.269 3.344 4.223
C 0.476 2.813 3.102
C -0.400 2.925 1.889
C 0.834 2.214 6.292
H 0.719 1.767 3.325
H 1.464 3.253 2.967
H -1.280 2.284 1.845
H 0.202 2.819 0.986
H -0.798 3.945 1.902
H 1.460 2.471 7.153
H 1.477 1.551 5.720
H -0.075 1.752 6.656
O 5.077 6.278 -2.381
S 6.079 5.563 -1.635
O 7.108 6.192 -0.835
O 5.211 4.528 -0.723
C 5.947 3.882 0.336
C 4.892 3.177 1.155
C 6.864 4.328 -2.749
H 6.516 4.591 0.935
H 6.651 3.129 -0.030
H 5.275 2.864 2.132
H 4.393 2.332 0.688
H 4.136 3.879 1.519
H 7.500 3.697 -2.133
H 7.489 4.813 -3.494
H 6.019 3.802 -3.187
O -0.196 -0.786 -5.604
S -1.615 -0.584 -5.421
O -2.101 0.584 -4.746
O -2.319 -0.638 -6.875
C -2.017 -1.781 -7.702
C -2.338 -1.413 -9.139
C -2.413 -2.015 -4.598
H -2.706 -2.573 -7.399
H -0.958 -2.002 -7.581
H -2.187 -0.365 -9.386
H -3.214 -1.895 -9.568
H -1.581 -1.888 -9.782
H -2.059 -2.968 -4.996
H -3.498 -2.007 -4.653
H -2.029 -2.028 -3.577
O -2.180 -1.971 5.302
S -0.752 -1.744 5.370
O -0.176 -0.431 5.181
O -0.091 -2.422 6.699
C 1.248 -2.046 7.024
C 2.011 -3.298 7.424
C 0.047 -2.843 4.137
H 1.204 -1.406 7.909
H 1.767 -1.522 6.223
H 2.037 -4.004 6.590
H 1.424 -3.818 8.185
H 3.013 -3.080 7.781
H 1.132 -2.794 4.205
H -0.439 -2.651 3.184
H -0.123 -3.891 4.397
O -2.394 -5.782 3.154
S -3.384 -4.829 2.777
O -2.991 -3.553 2.227
O -4.364 -5.546 1.690
C -5.156 -4.659 0.876
C -4.427 -4.417 -0.456
C -4.557 -4.625 4.154
H -5.262 -3.707 1.391
H -6.065 -5.201 0.629
H -4.189 -5.373 -0.923
H -3.464 -3.937 -0.263
H -4.943 -3.767 -1.164
H -3.966 -4.249 4.987
H -4.831 -5.654 4.379
H -5.400 -4.006 3.871
O -7.233 1.011 -5.596
S -6.452 -0.158 -5.893
O -5.457 -0.081 -6.922
O -5.722 -0.745 -4.543
C -6.145 -0.412 -3.235
C -4.841 -0.378 -2.427
C -7.597 -1.534 -6.194
H -6.858 -1.129 -2.808
H -6.707 0.526 -3.224
H -5.044 0.095 -1.464
H -4.027 0.115 -2.955
H -4.522 -1.403 -2.219
H -7.649 -1.800 -7.244
H -8.518 -1.288 -5.674
H -7.178 -2.396 -5.673
O 3.691 0.194 5.903
S 4.310 0.881 4.804
O 3.600 1.689 3.862
O 5.488 1.853 5.345
C 6.171 1.462 6.545
C 6.997 2.622 7.055
C 5.400 -0.283 3.849
H 6.745 0.538 6.423
H 5.403 1.186 7.273
H 6.386 3.395 7.516
H 7.593 3.034 6.242
H 7.664 2.261 7.838
H 5.876 0.332 3.093
H 4.860 -1.132 3.441
H 6.083 -0.635 4.620
O -0.125 -7.256 -0.744
S 0.853 -6.385 -0.136
O 1.894 -6.966 0.671
O 1.595 -5.481 -1.308
C 0.776 -5.241 -2.454
C 1.460 -4.190 -3.298
C 0.005 -5.066 0.726
H -0.176 -4.825 -2.106
H 0.621 -6.156 -3.026
H 1.717 -3.333 -2.676
H 0.921 -3.924 -4.205
H 2.402 -4.617 -3.659
H 0.737 -4.263 0.688
H -0.225 -5.286 1.765
H -0.901 -4.893 0.155
O 2.157 1.891 -6.064
S 2.587 1.995 -4.693
O 3.955 2.314 -4.378
O 1.710 3.155 -3.943
C 0.321 3.215 -4.341
C 0.120 4.382 -5.300
C 2.068 0.583 -3.656
H -0.252 3.277 -3.419
H 0.034 2.360 -4.956
H 0.432 4.051 -6.289
H 0.711 5.241 -4.981
H -0.919 4.712 -5.331
H 2.356 0.829 -2.639
H 2.547 -0.351 -3.947
H 1.001 0.468 -3.829
O -0.773 -0.225 -1.815
S -0.753 -1.057 -0.643
O -0.407 -2.452 -0.748
O 0.264 -0.279 0.389
C 1.610 -0.747 0.319
C 2.490 0.108 1.204
C -2.321 -0.831 0.279
H 1.983 -0.621 -0.709
H 1.678 -1.835 0.418
H 2.490 1.158 0.923
H 3.494 -0.299 1.061
H 2.221 0.028 2.257
H -3.104 -1.308 -0.302
H -2.402 0.251 0.342
H -2.175 -1.275 1.260
O -3.554 1.776 0.548
S -3.435 2.906 -0.354
O -4.510 3.403 -1.197
O -2.908 4.120 0.555
C -2.630 5.387 -0.001
C -1.641 6.090 0.933
C -1.993 2.587 -1.357
H -3.532 5.980 -0.146
H -2.116 5.406 -0.970
H -2.019 5.981 1.952
H -1.616 7.163 0.740
H -0.622 5.709 0.921
H -2.289 1.753 -1.998
H -1.200 2.190 -0.725
H -1.690 3.446 -1.945
*
```

Frontier orbital gap in eV: 10.678

Arrangement Q

Formula: C33H88O33S11
Source: the Open Molecules 2025 dataset
Level of theory: the ωB97M-V functional and the def2-TZVPD basis

Geometry as ORCA input:
```
! wB97M-V def2-TZVPD RIJCOSX def2/J DEFGRID3
* xyz 0 1
O -6.838 -5.592 -4.469
S -5.509 -5.013 -4.067
O -4.402 -5.808 -3.510
O -4.866 -4.439 -5.517
C -3.527 -4.008 -5.507
C -3.547 -2.643 -6.096
C -5.751 -3.423 -3.243
H -2.945 -4.500 -6.286
H -3.006 -4.072 -4.551
H -3.630 -2.693 -7.182
H -2.638 -2.094 -5.852
H -4.347 -2.073 -5.624
H -6.488 -2.791 -3.739
H -4.820 -2.857 -3.216
H -6.124 -3.646 -2.243
O -5.987 4.616 4.260
S -6.551 3.420 3.666
O -7.528 3.580 2.591
O -5.208 2.511 3.163
C -5.397 1.298 2.413
C -4.014 0.973 1.884
C -7.150 2.319 5.053
H -6.037 1.480 1.549
H -5.694 0.553 3.151
H -3.279 1.118 2.676
H -3.692 1.714 1.152
H -3.932 -0.029 1.463
H -7.531 1.506 4.434
H -7.940 2.823 5.609
H -6.280 2.019 5.638
O -6.985 -5.257 -0.559
S -7.652 -5.914 0.612
O -8.042 -7.328 0.560
O -6.779 -5.534 1.970
C -7.015 -6.214 3.179
C -6.072 -5.736 4.320
C -9.187 -5.025 1.027
H -6.813 -7.254 2.923
H -8.039 -5.989 3.479
H -6.304 -6.314 5.215
H -6.202 -4.712 4.668
H -5.078 -5.967 3.937
H -9.832 -5.688 1.603
H -9.571 -4.785 0.036
H -8.891 -4.139 1.589
O -9.924 -1.663 1.802
S -9.403 -0.316 2.069
O -9.465 0.311 3.410
O -7.781 -0.343 1.618
C -7.490 -0.979 0.413
C -6.520 -2.100 0.783
C -10.026 0.901 0.862
H -7.072 -0.267 -0.298
H -8.403 -1.337 -0.063
H -6.845 -2.793 1.559
H -5.545 -1.823 1.184
H -6.222 -2.805 0.008
H -9.786 0.541 -0.138
H -9.426 1.788 1.063
H -11.066 1.198 1.001
O -12.627 7.329 6.048
S -12.642 6.026 6.716
O -13.821 5.240 7.096
O -11.675 5.090 5.762
C -12.016 3.705 5.607
C -11.304 3.082 4.368
C -11.518 6.159 8.158
H -13.083 3.509 5.504
H -11.659 3.259 6.536
H -11.252 1.993 4.384
H -10.276 3.404 4.203
H -11.785 3.479 3.474
H -12.146 5.976 9.030
H -11.085 7.153 8.043
H -10.706 5.433 8.118
O -1.398 -4.499 -1.062
S -2.496 -4.172 -0.170
O -3.662 -3.451 -0.697
O -2.881 -5.636 0.627
C -3.693 -6.469 -0.126
C -4.355 -7.630 0.573
C -1.888 -3.272 1.354
H -3.149 -6.765 -1.023
H -4.593 -5.995 -0.518
H -5.126 -8.031 -0.085
H -4.765 -7.230 1.500
H -3.679 -8.441 0.844
H -2.683 -2.985 2.043
H -1.359 -2.356 1.090
H -1.247 -3.989 1.866
O -15.291 -0.608 3.763
S -14.066 0.214 3.881
O -13.766 1.228 2.853
O -13.877 0.989 5.323
C -14.035 0.239 6.519
C -14.218 1.164 7.723
C -12.619 -0.877 3.957
H -13.137 -0.376 6.586
H -14.871 -0.432 6.324
H -14.227 0.603 8.657
H -15.139 1.740 7.632
H -13.410 1.896 7.759
H -11.844 -0.237 4.378
H -12.413 -1.291 2.970
H -12.935 -1.676 4.628
O -10.391 3.675 9.605
S -10.019 2.253 9.618
O -11.066 1.268 9.915
O -9.213 1.819 8.161
C -9.304 0.487 7.740
C -10.580 0.166 6.996
C -8.582 2.061 10.784
H -9.115 -0.240 8.530
H -8.536 0.281 6.995
H -11.380 0.779 7.410
H -10.904 -0.870 6.897
H -10.537 0.500 5.959
H -7.893 2.883 10.587
H -8.043 1.144 10.541
H -8.793 2.198 11.844
O -9.663 1.547 -4.377
S -9.731 1.411 -2.917
O -9.687 0.075 -2.309
O -8.685 2.511 -2.247
C -8.437 3.786 -2.845
C -7.003 4.123 -2.890
C -11.222 2.307 -2.304
H -8.851 4.471 -2.105
H -8.956 3.914 -3.795
H -6.535 3.617 -3.735
H -6.436 3.935 -1.979
H -6.850 5.160 -3.189
H -12.148 1.784 -2.542
H -11.190 3.296 -2.761
H -11.277 2.292 -1.216
O -14.478 6.061 -0.645
S -13.450 5.273 0.057
O -12.032 5.405 -0.162
O -13.758 5.465 1.705
C -13.490 6.776 2.190
C -14.673 7.181 3.084
C -13.834 3.547 -0.042
H -13.251 7.510 1.421
H -12.579 6.679 2.781
H -14.891 6.408 3.821
H -15.625 7.255 2.558
H -14.550 8.063 3.712
H -13.163 2.935 0.561
H -13.763 3.217 -1.078
H -14.859 3.360 0.276
O -10.941 -3.716 4.664
S -10.118 -4.589 5.478
O -9.960 -6.016 5.263
O -8.575 -3.949 5.455
C -8.509 -2.525 5.453
C -7.120 -2.085 5.089
C -10.521 -4.299 7.248
H -8.774 -2.104 6.423
H -9.134 -2.129 4.653
H -6.431 -2.501 5.824
H -7.016 -1.002 5.024
H -6.817 -2.579 4.166
H -11.584 -4.529 7.329
H -10.301 -3.260 7.490
H -9.860 -4.972 7.794
*
```

Frontier orbital gap in eV: 10.063

Q: Which of them is the least stable? A: arrangement Q.

Arrangement P

Formula: CH2F3N
Source: the Open Molecules 2025 dataset
Level of theory: the ωB97M-V functional and the def2-TZVPD basis

Geometry as ORCA input:
```
! wB97M-V def2-TZVPD RIJCOSX def2/J DEFGRID3
* xyz 0 1
C 0.664 -0.077 0.148
N -0.627 0.226 -0.652
F 0.647 -1.271 0.772
F -1.495 1.286 0.337
F -1.480 -0.777 -0.730
H 0.761 0.866 0.663
H 1.530 -0.253 -0.539
*
```

Frontier orbital gap in eV: 11.007

Arrangement Q

Formula: CH2F3N
Source: the Open Molecules 2025 dataset
Level of theory: the ωB97M-V functional and the def2-TZVPD basis

Geometry as ORCA input:
```
! wB97M-V def2-TZVPD RIJCOSX def2/J DEFGRID3
* xyz 0 1
C 1.746 -0.618 0.018
N 0.541 -0.314 0.025
F 2.845 0.166 -0.023
F -1.927 -1.096 0.001
F 2.120 -1.868 0.010
H 0.317 0.696 0.106
H -1.092 -1.236 -0.348
*
```

Frontier orbital gap in eV: 12.937

Q: Which of them is the least stable? A: arrangement P.

Arrangement P

Formula: C5H10NOS
Source: the Open Molecules 2025 dataset
Level of theory: the ωB97M-V functional and the def2-TZVPD basis

Geometry as ORCA input:
```
! wB97M-V def2-TZVPD RIJCOSX def2/J DEFGRID3
* xyz 1 1
C 2.426 0.363 -0.057
C 1.028 0.569 -0.680
C 0.247 -0.635 -0.080
C -0.148 -0.619 1.391
C -0.696 -1.433 -0.906
N 0.373 1.866 -0.335
O 3.173 1.240 0.401
S 2.636 -1.353 0.072
H 1.217 0.330 -1.783
H -0.215 -1.711 1.868
H -1.096 -0.117 1.483
H 0.748 -0.184 1.941
H -0.714 -1.350 -2.053
H -1.649 -1.034 -0.564
H -0.651 -2.544 -0.674
H 0.082 1.666 0.610
H -0.357 2.258 -1.053
H 1.280 2.401 -0.233
*
```

Frontier orbital gap (alpha / beta) in eV: 8.273 / 8.275

Arrangement Q

Formula: C5H10NOS
Source: the Open Molecules 2025 dataset
Level of theory: the ωB97M-V functional and the def2-TZVPD basis

Geometry as ORCA input:
```
! wB97M-V def2-TZVPD RIJCOSX def2/J DEFGRID3
* xyz 1 1
C -1.275 0.907 -0.318
C -0.939 -0.360 -0.381
C 4.047 -0.751 -0.371
C -2.532 1.165 0.582
C -0.671 -1.770 -0.162
N -0.795 2.047 -0.777
O 4.972 -0.105 0.330
S 2.469 -0.294 -0.333
H 4.476 -1.690 -0.829
H -3.226 1.640 -0.099
H -2.000 1.722 1.381
H -3.044 0.227 1.006
H -0.566 -2.409 -1.074
H -1.613 -1.949 0.365
H 0.152 -1.999 0.452
H -1.371 2.771 -0.667
H -0.419 1.959 -1.716
H 4.451 0.511 0.858
*
```

Frontier orbital gap in eV: 6.750

Q: Which of them is the least stable? A: arrangement Q.

Arrangement P

Formula: C3H12O4
Source: the Open Molecules 2025 dataset
Level of theory: the ωB97M-V functional and the def2-TZVPD basis

Geometry as ORCA input:
```
! wB97M-V def2-TZVPD RIJCOSX def2/J DEFGRID3
* xyz 1 2
C 2.094 1.168 2.063
C 1.584 0.369 1.146
O 0.489 0.858 0.396
C 1.908 -1.159 1.012
H 3.021 0.978 2.506
H 1.537 1.867 2.752
H 0.173 1.700 0.758
H 1.274 -1.475 0.131
H 1.810 -1.807 1.907
H 2.817 -1.410 0.517
H -2.478 -1.666 -0.289
H -1.776 -1.012 -1.429
O -1.572 -1.454 -0.595
H 2.612 3.649 -1.817
H 2.794 3.067 -0.282
O 2.190 3.353 -1.020
H -4.770 -3.442 -2.271
H -6.208 -3.185 -1.666
O -5.397 -2.699 -2.050
*
```

Frontier orbital gap (alpha / beta) in eV: 8.552 / 5.081

Arrangement Q

Formula: C3H12O4
Source: the Open Molecules 2025 dataset
Level of theory: the ωB97M-V functional and the def2-TZVPD basis

Geometry as ORCA input:
```
! wB97M-V def2-TZVPD RIJCOSX def2/J DEFGRID3
* xyz 1 2
C 1.015 -0.710 0.411
C 0.199 0.306 0.137
O -0.980 0.438 0.876
C 0.410 1.347 -0.911
H 1.985 -0.804 -0.195
H 0.896 -1.461 1.192
H -1.421 1.331 0.709
H 1.404 1.192 -1.417
H -0.365 1.230 -1.639
H 0.394 2.328 -0.484
H -3.204 -2.184 0.551
H -2.284 -0.946 0.512
O -2.972 -1.462 -0.008
H 2.085 1.131 1.421
H 3.217 1.746 2.211
O 2.536 1.959 1.560
H -1.743 -1.809 -1.533
H -0.222 -1.743 -1.365
O -0.951 -1.889 -2.028
*
```

Frontier orbital gap (alpha / beta) in eV: 10.172 / 5.550

Q: Which of them is the least stable? A: arrangement P.

Arrangement P

Formula: C5H9N2P
Source: the Open Molecules 2025 dataset
Level of theory: the ωB97M-V functional and the def2-TZVPD basis

Geometry as ORCA input:
```
! wB97M-V def2-TZVPD RIJCOSX def2/J DEFGRID3
* xyz 0 1
C 0.365 -0.159 -1.797
C 1.437 0.120 -0.136
C -1.113 0.071 -1.823
C -0.037 -0.312 1.918
C 0.839 0.697 1.003
N 1.073 -0.947 -2.511
N 2.320 -1.178 -2.118
P 2.850 -0.644 -0.574
H -1.615 -0.909 -1.618
H -1.425 0.472 -2.844
H -1.480 0.825 -1.056
H -1.123 -0.219 1.645
H -0.020 -0.239 3.054
H 0.202 -1.395 1.817
H 1.767 0.882 1.633
H 0.396 1.601 0.825
H 2.741 -1.935 -2.720
*
```

Frontier orbital gap in eV: 9.289

Arrangement Q

Formula: C5H9N2P
Source: the Open Molecules 2025 dataset
Level of theory: the ωB97M-V functional and the def2-TZVPD basis

Geometry as ORCA input:
```
! wB97M-V def2-TZVPD RIJCOSX def2/J DEFGRID3
* xyz 0 1
C 2.220 2.259 -1.277
C 0.090 0.089 0.424
C -1.665 -1.192 -0.596
C -0.728 -1.975 1.561
C -1.080 -0.744 0.709
N 1.245 2.020 -0.331
N 0.704 0.948 -0.094
P 3.077 3.709 -1.531
H 2.119 1.537 -2.125
H -2.681 -1.753 -0.543
H -0.983 -1.833 -1.041
H -1.728 -0.301 -1.263
H -0.171 -1.763 2.389
H -0.143 -2.761 0.968
H -1.575 -2.491 1.727
H -1.646 0.029 1.327
H 2.946 4.222 -0.307
*
```

Frontier orbital gap in eV: 7.559

Q: Which of them is the least stable? A: arrangement Q.